# C60H78N6O30

A cluster of 12 separate species, C60H78N6O30 in total in a non-equilibrium geometry (ωB97M-V with the def2-TZVPD basis set, the OMol25 dataset).

## Properties
structure (SMILES)	O=[N+]([O-])c1ccccc1.O=[N+]([O-])c1ccccc1.O=[N+]([O-])c1ccccc1.O=[N+]([O-])c1ccccc1.O=[N+]([O-])c1ccccc1.O=[N+]([O-])c1ccccc1.CCOC(=O)OC.CCOC(=O)OC.CCOC(=O)OC.CCOC(=O)OC.CCOC(=O)OC.CCOC(=O)OC
LUMO energy	-0.9	eV
charge	0
electronic energy	-4918.13307	hartree
Kohn-Sham gap	8.8	eV
HOMO level	-9.7	eV
2S+1	1
relative energy (zero: lowest compared OMol25 entry of this formula, charge and spin)	4.032	eV

Bonds (Å) are listed after each position.
Positions of all 174 atoms, in Å:
1 C -19.418 -14.144 -10.383  C2 1.343, C6 1.400, H10 1.080
2 C -18.934 -14.743 -11.484  C1 1.343, C3 1.375, H11 1.080
3 C -18.297 -15.961 -11.445  C2 1.375, C4 1.419, H12 1.080
4 C -18.144 -16.616 -10.195  C3 1.419, C5 1.387, N7 1.499
5 C -18.647 -16.047 -9.034  C4 1.387, C6 1.397, H13 1.080
6 C -19.265 -14.800 -9.156  C1 1.400, C5 1.397, H14 1.080
7 N -17.206 -17.783 -10.129  C4 1.499, O8 1.254, O9 1.244
8 O -17.544 -18.718 -10.894  N7 1.254
9 O -16.255 -17.792 -9.326  N7 1.244
10 H -19.999 -13.235 -10.441  C1 1.080
11 H -19.152 -14.380 -12.478  C2 1.080
12 H -18.005 -16.370 -12.401  C3 1.080
13 H -18.526 -16.547 -8.085  C5 1.080
14 H -19.624 -14.161 -8.363  C6 1.080
15 C -8.146 -16.579 -16.013  C16 1.331, C20 1.380, H24 1.080
16 C -8.599 -16.560 -14.762  C15 1.331, C17 1.409, H25 1.080
17 C -9.810 -15.902 -14.466  C16 1.409, C18 1.386, H26 1.080
18 C -10.429 -15.204 -15.490  C17 1.386, C19 1.424, N21 1.487
19 C -9.857 -15.197 -16.794  C18 1.424, C20 1.422, H27 1.080
20 C -8.723 -15.990 -17.120  C15 1.380, C19 1.422, H28 1.080
21 N -11.606 -14.379 -15.109  C18 1.487, O22 1.213, O23 1.219
22 O -11.863 -13.387 -15.757  N21 1.213
23 O -12.372 -14.773 -14.247  N21 1.219
24 H -7.145 -16.982 -16.035  C15 1.080
25 H -7.919 -16.989 -14.041  C16 1.080
26 H -10.354 -15.889 -13.533  C17 1.080
27 H -10.386 -14.588 -17.512  C19 1.080
28 H -8.272 -15.977 -18.102  C20 1.080
29 C -16.634 -25.182 -7.914  C30 1.430, C34 1.394, H38 1.080
30 C -16.132 -23.847 -7.814  C29 1.430, C31 1.371, H39 1.080
31 C -15.932 -23.308 -6.569  C30 1.371, C32 1.401, H40 1.080
32 C -16.370 -23.941 -5.398  C31 1.401, C33 1.387, N35 1.461
33 C -17.075 -25.131 -5.498  C32 1.387, C34 1.442, H41 1.080
34 C -17.216 -25.762 -6.787  C29 1.394, C33 1.442, H42 1.080
35 N -16.153 -23.256 -4.126  C32 1.461, O36 1.232, O37 1.197
36 O -16.003 -22.035 -4.183  N35 1.232
37 O -16.102 -23.898 -3.118  N35 1.197
38 H -16.963 -25.716 -8.793  C29 1.080
39 H -15.721 -23.424 -8.719  C30 1.080
40 H -15.315 -22.423 -6.535  C31 1.080
41 H -17.552 -25.690 -4.706  C33 1.080
42 H -17.748 -26.684 -6.969  C34 1.080
43 C -5.639 -12.295 -13.210  C44 1.359, C48 1.366, H52 1.080
44 C -6.535 -12.911 -12.396  C43 1.359, C45 1.418, H53 1.080
45 C -6.457 -14.304 -12.141  C44 1.418, C46 1.381, H54 1.080
46 C -5.467 -15.046 -12.756  C45 1.381, C47 1.389, N49 1.492
47 C -4.587 -14.393 -13.609  C46 1.389, C48 1.405, H55 1.080
48 C -4.680 -13.015 -13.865  C43 1.366, C47 1.405, H56 1.080
49 N -5.276 -16.492 -12.443  C46 1.492, O50 1.237, O51 1.198
50 O -6.231 -17.092 -11.933  N49 1.237
51 O -4.191 -16.983 -12.569  N49 1.198
52 H -5.590 -11.219 -13.133  C43 1.080
53 H -7.275 -12.260 -11.955  C44 1.080
54 H -7.262 -14.706 -11.545  C45 1.080
55 H -3.841 -14.991 -14.111  C47 1.080
56 H -3.996 -12.457 -14.487  C48 1.080
57 C -14.524 -13.657 -9.876  C58 1.448, C62 1.367, H66 1.080
58 C -13.843 -14.786 -10.473  C57 1.448, C59 1.396, H67 1.080
59 C -12.591 -14.626 -11.068  C58 1.396, C60 1.446, H68 1.080
60 C -11.950 -13.336 -10.930  C59 1.446, C61 1.417, N63 1.483
61 C -12.597 -12.265 -10.265  C60 1.417, C62 1.416, H69 1.080
62 C -13.913 -12.438 -9.773  C57 1.367, C61 1.416, H70 1.080
63 N -10.559 -13.127 -11.402  C60 1.483, O64 1.222, O65 1.208
64 O -10.081 -14.063 -12.025  N63 1.222
65 O -9.901 -12.210 -10.973  N63 1.208
66 H -15.464 -13.920 -9.414  C57 1.080
67 H -14.442 -15.675 -10.606  C58 1.080
68 H -12.015 -15.494 -11.352  C59 1.080
69 H -12.002 -11.371 -10.153  C61 1.080
70 H -14.496 -11.746 -9.182  C62 1.080
71 C -14.498 -16.674 -4.057  C72 1.335, C76 1.394, H80 1.080
72 C -15.658 -17.182 -4.481  C71 1.335, C73 1.356, H81 1.080
73 C -16.753 -17.198 -3.681  C72 1.356, C74 1.393, H82 1.080
74 C -16.668 -16.650 -2.404  C73 1.393, C75 1.334, N77 1.497
75 C -15.500 -16.203 -1.938  C74 1.334, C76 1.443, H83 1.080
76 C -14.306 -16.235 -2.747  C71 1.394, C75 1.443, H84 1.080
77 N -17.880 -16.590 -1.528  C74 1.497, O78 1.246, O79 1.228
78 O -17.784 -16.586 -0.286  N77 1.246
79 O -18.944 -16.620 -2.142  N77 1.228
80 H -13.690 -16.591 -4.768  C71 1.080
81 H -15.711 -17.502 -5.511  C72 1.080
82 H -17.714 -17.547 -4.030  C73 1.080
83 H -15.435 -15.740 -0.965  C75 1.080
84 H -13.458 -15.755 -2.283  C76 1.080
85 C -10.794 -16.876 -3.839  C86 1.510, H92 1.090, H93 1.090, H94 1.090
86 C -10.088 -17.401 -2.612  C85 1.510, O87 1.412, H95 1.090, H96 1.090
87 O -10.808 -18.487 -2.069  C86 1.412, C88 1.306
88 C -11.862 -18.408 -1.302  O87 1.306, O89 1.249, O90 1.362
89 O -12.140 -17.470 -0.524  C88 1.249
90 O -12.440 -19.642 -1.313  C88 1.362, C91 1.422
91 C -13.639 -19.899 -0.592  O90 1.422, H97 1.090, H98 1.090, H99 1.090
92 H -10.104 -16.219 -4.369  C85 1.090
93 H -11.792 -16.451 -3.734  C85 1.090
94 H -11.003 -17.748 -4.460  C85 1.090
95 H -9.778 -16.707 -1.830  C86 1.090
96 H -9.157 -17.798 -3.017  C86 1.090
97 H -13.790 -19.299 0.305  C91 1.090
98 H -13.728 -20.940 -0.283  C91 1.090
99 H -14.502 -19.804 -1.251  C91 1.090
100 C -18.372 -22.109 -10.984  C101 1.575, H107 1.090, H108 1.090, H109 1.090
101 C -16.915 -22.381 -11.516  C100 1.575, O102 1.492, H110 1.090, H111 1.090
102 O -15.802 -21.728 -10.767  C101 1.492, C103 1.334
103 C -14.568 -21.733 -11.273  O102 1.334, O104 1.161, O105 1.389
104 O -14.175 -21.854 -12.359  C103 1.161
105 O -13.750 -21.376 -10.208  C103 1.389, C106 1.457
106 C -12.398 -20.882 -10.436  O105 1.457, H112 1.090, H113 1.090, H114 1.090
107 H -19.171 -22.645 -11.496  C100 1.090
108 H -18.670 -21.066 -10.872  C100 1.090
109 H -18.351 -22.512 -9.971  C100 1.090
110 H -16.860 -22.082 -12.563  C101 1.090
111 H -16.860 -23.469 -11.480  C101 1.090
112 H -11.800 -21.528 -11.078  C106 1.090
113 H -11.881 -20.578 -9.527  C106 1.090
114 H -12.399 -19.910 -10.930  C106 1.090
115 C -16.513 -13.011 -6.427  C116 1.531, H122 1.090, H123 1.090, H124 1.090
116 C -15.754 -12.407 -5.242  C115 1.531, O117 1.372, H125 1.090, H126 1.090
117 O -14.476 -12.292 -5.728  C116 1.372, C118 1.331
118 C -13.429 -12.830 -5.107  O117 1.331, O119 1.223, O120 1.395
119 O -13.471 -13.393 -4.022  C118 1.223
120 O -12.351 -12.650 -5.975  C118 1.395, C121 1.423
121 C -11.387 -13.696 -6.021  O120 1.423, H127 1.090, H128 1.090, H129 1.090
122 H -17.583 -12.809 -6.410  C115 1.090
123 H -16.394 -14.095 -6.438  C115 1.090
124 H -16.125 -12.712 -7.400  C115 1.090
125 H -15.905 -13.068 -4.389  C116 1.090
126 H -16.290 -11.491 -4.995  C116 1.090
127 H -11.225 -14.079 -5.013  C121 1.090
128 H -10.498 -13.340 -6.541  C121 1.090
129 H -11.773 -14.514 -6.629  C121 1.090
130 C -11.206 -22.579 -3.104  C131 1.561, H137 1.090, H138 1.090, H139 1.090
131 C -10.694 -21.157 -3.495  C130 1.561, O132 1.446, H140 1.090, H141 1.090
132 O -10.615 -21.087 -4.937  C131 1.446, C133 1.307
133 C -9.770 -20.363 -5.621  O132 1.307, O134 1.207, O135 1.347
134 O -8.815 -19.729 -5.242  C133 1.207
135 O -10.096 -20.441 -6.926  C133 1.347, C136 1.478
136 C -9.046 -19.951 -7.843  O135 1.478, H142 1.090, H143 1.090, H144 1.090
137 H -12.179 -22.716 -3.576  C130 1.090
138 H -11.291 -22.692 -2.024  C130 1.090
139 H -10.567 -23.339 -3.555  C130 1.090
140 H -9.762 -21.042 -2.942  C131 1.090
141 H -11.419 -20.455 -3.082  C131 1.090
142 H -9.378 -20.229 -8.843  C136 1.090
143 H -8.235 -20.671 -7.728  C136 1.090
144 H -8.985 -18.872 -7.703  C136 1.090
145 C -14.112 -19.371 -7.321  C146 1.572, H152 1.090, H153 1.090, H154 1.090
146 C -13.040 -18.222 -7.329  C145 1.572, O147 1.467, H155 1.090, H156 1.090
147 O -12.331 -18.125 -8.609  C146 1.467, C148 1.306
148 C -11.392 -17.221 -8.680  O147 1.306, O149 1.224, O150 1.339
149 O -11.026 -16.436 -7.815  C148 1.224
150 O -10.733 -17.620 -9.775  C148 1.339, C151 1.396
151 C -9.430 -17.148 -9.953  O150 1.396, H157 1.090, H158 1.090, H159 1.090
152 H -14.688 -19.390 -8.246  C145 1.090
153 H -14.687 -19.390 -6.395  C145 1.090
154 H -13.546 -20.299 -7.393  C145 1.090
155 H -12.377 -18.396 -6.481  C146 1.090
156 H -13.504 -17.238 -7.257  C146 1.090
157 H -9.166 -16.374 -9.232  C151 1.090
158 H -9.305 -16.701 -10.939  C151 1.090
159 H -8.792 -17.964 -9.615  C151 1.090
160 C -5.617 -17.944 -8.321  C161 1.541, H167 1.090, H168 1.090, H169 1.090
161 C -6.142 -16.911 -7.305  C160 1.541, O162 1.441, H170 1.090, H171 1.090
162 O -6.272 -15.713 -8.096  C161 1.441, C163 1.454
163 C -7.375 -14.827 -7.760  O162 1.454, O164 1.251, O165 1.362
164 O -8.386 -15.128 -7.088  C163 1.251
165 O -7.160 -13.711 -8.511  C163 1.362, C166 1.417
166 C -8.205 -12.756 -8.586  O165 1.417, H172 1.090, H173 1.090, H174 1.090
167 H -5.386 -18.858 -7.774  C160 1.090
168 H -4.742 -17.734 -8.935  C160 1.090
169 H -6.509 -18.206 -8.890  C160 1.090
170 H -5.411 -16.775 -6.508  C161 1.090
171 H -7.007 -17.363 -6.821  C161 1.090
172 H -8.217 -12.071 -7.738  C166 1.090
173 H -9.192 -13.166 -8.798  C166 1.090
174 H -7.878 -12.077 -9.373  C166 1.090